No. 1
Formula: C19H32N2O5
Source: the OMol25 dataset
Level of theory: ωB97M-V/def2-TZVPD

Its energy is -33439.400 eV. The calculation puts the LUMO energy at 0.683 eV. Its net charge is 0. As for the structure (SMILES): CCO[C@H]1CC[C@@H]1C(=O)N[C@@H]1C[C@H](C(=O)NC2(CCOC)CC2)C[C@H]1O. The relative energy (zero: lowest compared OMol25 entry of this formula, charge and spin) comes out at 3.787 eV. The largest force on an atom is 0.16 eV/Å.

Last column: Löwdin charge in e.
Positions of all 58 atoms, in Å:
1 C 0.714 -2.192 -0.237  -0.063
2 C 0.766 -2.553 -1.707  -0.240
3 O -0.476 -3.024 -2.221  -0.095
4 C -1.431 -2.055 -2.540  -0.296
5 C -2.379 -2.452 -3.678  -0.093
6 C -3.535 -1.800 -2.895  -0.110
7 C -2.681 -1.878 -1.614  -0.149
8 C -2.685 -0.671 -0.715  -0.447
9 O -2.810 0.464 -1.157  0.057
10 N -2.502 -0.915 0.603  0.125
11 C -2.255 0.124 1.584  -0.241
12 C -1.212 1.168 1.167  -0.063
13 C -0.418 1.517 2.469  -0.189
14 C 1.021 1.094 2.240  -0.443
15 O 1.418 -0.029 2.497  0.088
16 N 1.823 2.036 1.663  0.149
17 C 3.090 1.671 1.083  -0.462
18 C 2.995 0.834 -0.174  -0.077
19 C 2.277 1.548 -1.317  -0.209
20 O 1.023 0.931 -1.539  -0.218
21 C 0.247 1.635 -2.489  -0.098
22 C 4.178 2.701 1.209  -0.063
23 C 4.214 1.442 2.039  -0.059
24 C -1.072 0.697 3.588  -0.079
25 C -1.677 -0.492 2.855  -0.348
26 O -2.600 -1.271 3.593  -0.005
27 H 1.715 -1.963 0.133  0.070
28 H 0.095 -1.314 -0.067  0.050
29 H 0.320 -3.025 0.349  0.088
30 H 1.104 -1.693 -2.296  0.112
31 H 1.465 -3.374 -1.871  0.119
32 H -0.963 -1.080 -2.721  0.145
33 H -2.150 -2.081 -4.676  0.107
34 H -2.468 -3.538 -3.706  0.118
35 H -3.690 -0.758 -3.171  0.110
36 H -4.491 -2.319 -2.879  0.107
37 H -2.848 -2.808 -1.066  0.153
38 H -2.435 -1.870 0.913  0.144
39 H -3.198 0.628 1.835  0.163
40 H -0.543 0.739 0.420  0.098
41 H -1.669 2.040 0.707  0.120
42 H -0.464 2.588 2.675  0.139
43 H 1.383 2.884 1.345  0.148
44 H 4.005 0.549 -0.476  0.125
45 H 2.452 -0.085 0.050  0.094
46 H 2.126 2.611 -1.079  0.122
47 H 2.868 1.514 -2.242  0.125
48 H -0.741 1.182 -2.514  0.068
49 H 0.140 2.688 -2.201  0.091
50 H 0.711 1.594 -3.482  0.092
51 H 4.873 2.792 0.386  0.104
52 H 3.936 3.625 1.715  0.102
53 H 3.983 1.526 3.091  0.109
54 H 4.934 0.679 1.781  0.108
55 H -0.358 0.384 4.347  0.127
56 H -1.869 1.271 4.069  0.127
57 H -0.871 -1.175 2.575  0.152
58 H -3.389 -0.740 3.750  0.094

Forces on the atoms, in the same order (eV/Å):
C 0.0 -0.1 0.0
C 0.0 0.0 -0.1
O 0.0 0.0 0.1
C 0.0 0.0 0.0
C 0.0 0.0 0.0
C 0.0 0.0 0.0
C 0.0 -0.1 0.0
C -0.1 0.0 0.0
O 0.1 0.0 0.0
N 0.1 0.0 0.0
C 0.0 0.0 0.0
C 0.0 0.0 0.0
C 0.0 0.0 -0.1
C 0.0 0.0 0.0
O 0.0 0.0 0.0
N 0.0 0.0 0.0
C -0.1 0.0 0.0
C 0.1 0.1 0.0
C 0.0 -0.1 -0.1
O -0.1 0.1 0.1
C 0.0 0.0 0.0
C 0.0 0.0 0.0
C 0.0 0.0 0.0
C 0.0 0.0 0.0
C 0.0 0.0 0.0
O 0.0 0.0 -0.1
H -0.1 -0.1 0.0
H 0.0 0.0 0.0
H 0.0 0.0 0.0
H 0.0 0.0 0.0
H 0.0 0.0 0.0
H 0.0 0.0 0.0
H 0.0 0.0 0.0
H 0.0 0.0 0.0
H 0.0 0.0 0.0
H 0.0 0.0 0.0
H 0.0 0.0 0.0
H 0.0 0.0 0.0
H 0.0 0.0 0.0
H 0.0 0.0 0.0
H 0.0 0.0 0.0
H 0.0 0.0 0.0
H 0.0 0.0 0.0
H 0.0 0.0 0.0
H 0.1 0.1 0.0
H 0.0 0.0 0.0
H 0.0 0.0 0.0
H 0.0 0.0 0.0
H 0.0 0.0 0.0
H 0.0 0.0 0.0
H 0.0 0.0 0.0
H 0.0 0.0 0.0
H 0.0 0.0 0.0
H 0.0 0.0 0.0
H 0.0 0.0 0.0
H 0.0 0.0 0.0
H 0.0 0.0 0.0
H 0.0 0.0 0.0

---

No. 2
Formula: C19H32N3O3RuSSi2
Source: the OMol25 dataset
Level of theory: ωB97M-V/def2-TZVPD

Its energy is -60006.328 eV. The calculation puts the LUMO energy (spin up / spin down) at -0.369 / -0.017 eV. Its net charge is 0. The relative energy (zero: lowest compared OMol25 entry of this formula, charge and spin) comes out at 2.640 eV. The largest force on an atom is 1.96 eV/Å. As for the spin multiplicity: 2.

Last column: Löwdin charge in e.
Positions of all 61 atoms, in Å:
1 Ru -0.270 0.241 0.695  0.633
2 C 0.772 3.947 -3.469  -0.046
3 N 0.882 3.498 -2.101  -0.141
4 C 0.945 4.536 -1.091  -0.024
5 C 0.802 2.211 -1.714  -0.402
6 O 0.932 1.881 -0.545  -0.090
7 C 0.534 1.155 -2.797  -0.094
8 O -0.084 0.029 -2.203  -0.183
9 C 0.503 -1.222 -2.477  -0.117
10 C 1.643 -1.514 -1.488  -0.405
11 O 1.799 -0.792 -0.510  -0.015
12 N 2.439 -2.576 -1.730  -0.140
13 C 3.567 -2.819 -0.854  -0.033
14 C 2.220 -3.573 -2.750  -0.039
15 H 1.270 4.911 -3.558  0.094
16 H -0.273 4.065 -3.767  0.102
17 H 1.259 3.254 -4.152  0.088
18 H 1.856 5.126 -1.204  0.097
19 H 0.942 4.067 -0.110  0.065
20 H 0.072 5.187 -1.175  0.101
21 H 1.491 0.888 -3.267  0.147
22 H -0.151 1.547 -3.560  0.132
23 H 0.852 -1.264 -3.517  0.138
24 H -0.299 -1.953 -2.323  0.119
25 H 3.635 -1.992 -0.151  0.087
26 H 4.490 -2.883 -1.434  0.096
27 H 3.426 -3.746 -0.297  0.092
28 H 1.192 -3.571 -3.102  0.085
29 H 2.423 -4.558 -2.328  0.097
30 H 2.886 -3.429 -3.606  0.098
31 C -4.001 0.304 0.364  -0.225
32 Si -2.426 -0.807 0.108  0.601
33 C -2.915 -1.993 -1.367  -0.221
34 C -2.505 -2.035 1.633  -0.315
35 C -3.700 -2.716 1.844  -0.124
36 C -3.846 -3.622 2.877  -0.096
37 C -2.790 -3.850 3.738  -0.095
38 C -1.605 -3.167 3.554  -0.124
39 C -1.438 -2.267 2.509  -0.311
40 Si 0.330 -1.440 2.383  0.614
41 C 0.742 -0.760 4.152  -0.217
42 C 1.486 -2.998 2.244  -0.212
43 H -4.902 -0.299 0.408  0.012
44 H -4.120 1.025 -0.438  0.007
45 H -3.923 0.852 1.298  0.011
46 H -3.959 -2.273 -1.284  0.018
47 H -2.332 -2.909 -1.342  0.012
48 H -2.781 -1.526 -2.337  0.003
49 H -4.535 -2.544 1.181  0.086
50 H -4.779 -4.151 3.011  0.097
51 H -2.884 -4.562 4.545  0.098
52 H -0.787 -3.346 4.235  0.086
53 H 0.818 -1.583 4.855  0.015
54 H -0.025 -0.076 4.505  -0.027
55 H 1.689 -0.229 4.150  0.016
56 H 1.343 -3.627 3.117  0.019
57 H 2.531 -2.710 2.216  0.007
58 H 1.270 -3.596 1.364  0.010
59 S -0.968 2.447 1.653  0.567
60 C -1.116 2.021 3.229  -0.907
61 N -1.235 1.809 4.360  0.051

Forces on the atoms, in the same order (eV/Å):
Ru 0.8 0.6 -0.7
C -0.1 -0.1 -0.3
N 0.1 -0.2 0.2
C 0.1 0.0 0.3
C -0.1 0.1 -0.5
O -0.2 -0.2 0.3
C -0.2 0.0 0.1
O 0.2 0.1 -0.3
C -0.1 0.1 0.1
C -0.1 -0.4 -0.2
O -0.5 0.2 0.3
N 0.0 0.2 0.2
C 0.1 0.1 0.3
C 0.0 0.0 -0.3
H 0.0 0.0 0.0
H 0.0 0.1 0.0
H 0.0 0.0 0.0
H 0.0 0.0 0.0
H 0.0 0.1 0.0
H 0.0 0.0 0.0
H -0.1 0.1 0.0
H 0.2 0.0 0.1
H -0.1 -0.1 0.2
H 0.2 0.0 -0.1
H 0.1 -0.1 0.0
H 0.0 0.0 0.0
H 0.0 0.0 0.0
H -0.1 0.0 0.0
H 0.0 0.0 0.0
H 0.0 0.0 0.0
C 1.0 -0.2 -0.2
Si -0.6 -0.8 1.7
C 0.8 0.8 0.4
C 0.1 0.7 -0.8
C -0.1 0.0 0.0
C -0.2 -0.1 0.0
C 0.0 -0.1 0.1
C 0.0 -0.1 0.1
C 1.0 0.5 -0.1
Si -1.6 -0.3 1.1
C -0.2 -0.1 -1.1
C -0.2 1.0 -0.6
H -0.1 -0.3 -0.1
H -0.1 0.2 -0.2
H 0.1 0.1 0.1
H -0.2 0.1 0.2
H 0.2 -0.2 0.0
H 0.0 0.1 -0.3
H -0.2 0.0 -0.1
H -0.1 0.0 0.0
H 0.0 -0.1 0.1
H 0.1 -0.1 0.2
H 0.1 -0.3 0.1
H 0.0 0.0 -0.1
H 0.2 0.1 0.0
H -0.2 0.1 0.2
H 0.3 0.1 0.0
H -0.1 -0.1 -0.2
S 0.3 -1.3 -1.3
C -0.4 0.1 1.4
N 0.0 0.0 0.1

---

No. 3
Formula: C19H33B3F15N6O3S
Source: the OMol25 dataset
Level of theory: ωB97M-V/def2-TZVPD

Its energy is -88967.569 eV. The calculation puts the LUMO energy at 0.308 eV. Its net charge is -1. The largest force on an atom is 1.68 eV/Å.

Last column: Löwdin charge in e.
Positions of all 80 atoms, in Å:
1 C -12.986 -10.130 -13.129  -0.058
2 C -11.646 -9.446 -12.917  -0.165
3 N -11.077 -9.675 -11.585  -0.044
4 C -10.937 -10.895 -10.973  -0.003
5 C -10.349 -10.685 -9.776  0.009
6 N -10.101 -9.328 -9.700  -0.075
7 C -10.620 -8.741 -10.756  -0.004
8 C -9.661 -8.698 -8.436  0.040
9 H -13.356 -9.815 -14.102  0.086
10 H -13.702 -9.940 -12.333  0.094
11 H -12.816 -11.207 -13.183  0.073
12 H -11.689 -8.363 -13.047  0.128
13 H -10.929 -9.771 -13.673  0.130
14 H -11.283 -11.802 -11.432  0.136
15 H -10.005 -11.363 -9.017  0.142
16 H -10.609 -7.680 -10.938  0.178
17 H -10.252 -9.106 -7.624  0.114
18 H -9.913 -7.640 -8.491  0.101
19 H -8.585 -8.822 -8.379  0.104
20 C -1.019 -7.125 -1.721  -0.074
21 C -1.809 -7.107 -3.007  -0.152
22 N -1.751 -5.777 -3.659  -0.029
23 C -1.438 -5.514 -4.974  -0.026
24 C -1.658 -4.193 -5.186  -0.025
25 N -2.057 -3.647 -3.987  -0.054
26 C -2.092 -4.632 -3.100  -0.034
27 C -2.413 -2.272 -3.649  0.017
28 H -1.140 -8.111 -1.256  0.086
29 H -1.399 -6.493 -0.916  0.082
30 H 0.056 -7.000 -1.850  0.077
31 H -2.863 -7.284 -2.800  0.098
32 H -1.297 -7.760 -3.709  0.122
33 H -1.316 -6.314 -5.682  0.127
34 H -1.587 -3.698 -6.138  0.132
35 H -2.325 -4.489 -2.057  0.183
36 H -2.640 -1.705 -4.550  0.104
37 H -1.537 -1.766 -3.236  0.107
38 H -3.256 -2.214 -2.965  0.073
39 C -9.839 -6.797 -4.980  -0.069
40 C -9.852 -5.388 -4.469  -0.151
41 N -8.591 -4.650 -4.623  -0.016
42 C -8.439 -3.288 -4.837  0.058
43 C -7.120 -3.064 -5.059  0.014
44 N -6.485 -4.253 -4.791  -0.071
45 C -7.381 -5.194 -4.583  -0.042
46 C -5.058 -4.430 -4.919  -0.004
47 H -9.099 -7.474 -4.552  0.074
48 H -9.667 -6.777 -6.063  0.063
49 H -10.836 -7.216 -4.833  0.079
50 H -10.161 -5.277 -3.429  0.142
51 H -10.629 -4.850 -5.015  0.126
52 H -9.284 -2.646 -5.061  0.135
53 H -6.560 -2.222 -5.424  0.127
54 H -7.074 -6.204 -4.371  0.153
55 H -4.709 -4.427 -3.884  0.070
56 H -4.716 -3.527 -5.417  0.097
57 H -4.707 -5.326 -5.427  0.100
58 B -5.270 -1.030 -3.338  -1.253
59 F -5.010 -2.392 -2.973  0.050
60 F -6.603 -0.756 -3.109  0.153
61 F -4.396 -0.227 -2.591  0.109
62 F -4.972 -0.860 -4.724  0.064
63 B -11.222 -0.024 -5.367  -1.235
64 F -11.392 -1.449 -5.337  0.030
65 F -9.889 0.258 -5.057  0.089
66 F -11.588 0.446 -6.639  0.074
67 F -12.097 0.521 -4.402  0.068
68 B -5.422 -6.332 -1.698  -1.215
69 F -4.126 -6.401 -2.312  0.045
70 F -6.289 -7.280 -2.301  0.077
71 F -5.315 -6.627 -0.335  0.109
72 F -5.934 -5.047 -1.894  0.130
73 C -14.461 -5.768 -5.696  -0.677
74 F -15.032 -5.186 -6.761  0.111
75 F -13.178 -5.394 -5.643  0.101
76 F -15.086 -5.337 -4.603  0.131
77 S -14.515 -7.625 -5.866  0.432
78 O -14.106 -7.831 -7.250  -0.382
79 O -13.551 -8.064 -4.875  -0.357
80 O -15.896 -7.952 -5.587  -0.338

Forces on the atoms, in the same order (eV/Å):
C 0.6 -0.3 0.0
C 0.1 0.5 -0.3
N -0.3 0.0 0.0
C -0.1 -0.4 -0.1
C 0.5 0.3 -0.4
N -0.7 -0.6 1.4
C 0.4 0.3 -0.5
C -0.2 0.6 -0.8
H -0.3 0.0 0.1
H -0.1 0.2 -0.1
H -0.2 0.0 0.0
H -0.3 0.0 0.2
H 0.1 -0.2 0.2
H 0.0 0.0 0.0
H -0.2 0.0 0.1
H -0.1 0.0 0.0
H 0.3 -0.2 0.2
H 0.1 0.0 0.0
H 0.0 -0.1 0.5
C 0.0 -0.8 1.0
C 1.0 0.5 0.0
N 0.3 0.0 -0.2
C -0.8 -0.3 0.0
C 0.1 -0.2 -0.2
N 0.0 -0.4 -0.1
C -0.1 0.3 0.7
C 1.1 1.1 -0.3
H 0.0 -0.1 -0.3
H 0.0 0.5 -0.4
H 0.0 0.3 -0.1
H 0.6 -0.6 -0.5
H -0.4 -0.3 -0.1
H 0.4 0.0 0.0
H -0.1 0.5 0.2
H -0.2 -0.1 -0.1
H -0.4 -0.3 -0.1
H 0.0 -0.2 0.2
H 0.3 -0.3 -0.2
C 0.0 -0.4 -0.5
C -0.6 1.0 0.5
N 0.2 -0.1 0.1
C -0.5 0.1 -1.3
C -0.3 -0.3 0.5
N 0.0 -0.1 -1.5
C 0.3 -0.4 0.4
C 0.4 0.6 1.1
H 0.0 0.2 0.3
H 0.0 0.0 0.0
H 0.0 -0.1 0.1
H 0.1 -0.4 0.1
H 0.2 0.2 -0.1
H 0.0 0.0 0.4
H -0.1 0.3 0.4
H -0.4 -0.1 0.2
H 0.4 -0.1 -0.3
H 0.3 -0.1 0.0
H -0.6 -0.1 -0.2
B -0.5 0.3 0.2
F -0.4 0.0 -0.1
F 0.3 0.1 0.0
F 0.1 0.0 0.0
F 0.2 -0.3 0.0
B -0.6 -0.4 0.4
F 0.3 -0.1 -0.1
F 0.0 0.1 -0.2
F 0.3 0.1 -0.1
F 0.2 0.1 -0.1
B -1.1 0.0 0.7
F -0.9 0.4 0.3
F 0.4 0.1 -0.3
F 0.3 0.1 -0.3
F 0.3 -0.2 -0.2
C -0.2 -1.0 -0.3
F 0.1 0.2 0.1
F 0.2 0.5 0.0
F 0.1 0.1 0.1
S -0.3 0.2 0.1
O 0.2 0.0 0.0
O 0.1 0.0 -0.1
O 0.1 0.0 -0.1

---

Look up the largest force on an atom of the second one.
1.96 eV/Å